Record 1
Here is the molecule C24H31N5O3 from the Open Molecules 2025 dataset. Energies are from ωB97M-V/def2-TZVPD.

## Properties
Molecular weight   437.54 g mol⁻¹
HOMO   -7.90 eV
LUMO   0.67 eV
Gap between HOMO and LUMO   8.57 eV
Relative energy (zero: lowest compared OMol25 entry of this formula, charge and spin)   47.0 kcal per mole
2S+1   1
SMILES   COc1ccc(OCC(=O)Nc2ccc3c(c2)nc(CCN2CCN(C)CC2)n3C)cc1

Geometry as XYZ:
```
63
Properties=species:S:1:pos:R:3:mulliken_charge:R:1
C 6.2121 3.8618 -2.5629 -0.818
O 6.0563 3.9490 -1.1681 -0.445
C 6.0310 2.7928 -0.4444 0.732
C 5.8758 2.9408 0.9360 -0.489
C 5.8414 1.8392 1.7579 -0.670
C 5.9603 0.5559 1.2240 0.388
O 5.9025 -0.4780 2.1311 -0.570
C 6.1815 -1.7778 1.6705 -0.644
C 5.0756 -2.3964 0.7991 0.583
O 5.3208 -3.2964 0.0240 -0.667
N 3.8699 -1.8385 1.0374 -0.068
C 2.6217 -2.1111 0.4590 0.991
C 2.4480 -3.1734 -0.4388 -0.412
C 1.2154 -3.4460 -0.9946 -1.584
C 0.1517 -2.6352 -0.6359 0.962
C 0.3192 -1.5570 0.2656 0.146
C 1.5627 -1.2911 0.8195 -0.850
N -0.8813 -0.9202 0.4423 -0.756
C -1.7374 -1.5629 -0.2993 0.270
C -3.1807 -1.2337 -0.4289 -0.477
C -3.5261 0.0408 0.3413 -1.078
N -4.9610 0.1955 0.4980 0.181
C -5.2946 1.1073 1.5796 -0.462
C -6.8145 1.1336 1.7793 -1.119
N -7.5494 1.5106 0.5875 0.063
C -7.5118 2.9267 0.2904 -0.899
C -7.1348 0.6620 -0.5116 -1.232
C -5.6162 0.6280 -0.7245 -0.276
N -1.1795 -2.6162 -0.9787 0.115
C -1.8567 -3.5131 -1.8693 -0.971
C 6.1061 0.4025 -0.1448 -0.452
C 6.1439 1.5153 -0.9734 -0.444
H 5.3869 3.3116 -3.0269 0.331
H 6.2070 4.8890 -2.9245 0.228
H 7.1618 3.3887 -2.8334 0.331
H 5.7862 3.9365 1.3394 0.412
H 5.7250 1.9465 2.8247 0.419
H 7.1295 -1.8236 1.1218 0.426
H 6.2779 -2.3914 2.5725 0.337
H 3.8655 -1.0822 1.7126 0.139
H 3.2999 -3.7807 -0.6930 0.566
H 1.1003 -4.2687 -1.6843 0.274
H 1.6920 -0.4703 1.5078 0.415
H -3.4279 -1.1308 -1.4891 0.379
H -3.7822 -2.0551 -0.0273 0.326
H -3.0787 -0.0410 1.3331 0.507
H -3.0633 0.9082 -0.1585 0.243
H -4.8182 0.7492 2.4948 0.454
H -4.9224 2.1284 1.3787 0.285
H -7.0720 1.8203 2.5880 0.444
H -7.1438 0.1277 2.0558 0.334
H -6.5112 3.3229 0.0689 0.325
H -7.9130 3.4700 1.1455 0.313
H -8.1535 3.1170 -0.5696 0.306
H -7.6318 0.9947 -1.4252 0.446
H -7.4721 -0.3527 -0.2793 0.354
H -5.3901 -0.0824 -1.5214 0.369
H -5.2553 1.6240 -1.0437 0.268
H -2.7414 -3.9339 -1.3869 0.317
H -2.1687 -2.9960 -2.7811 0.306
H -1.1831 -4.3237 -2.1393 0.338
H 6.1852 -0.5754 -0.5934 0.383
H 6.2595 1.3580 -2.0339 0.376
```

=====

Record 2
Here is the molecule C3H4O3 from the Open Molecules 2025 dataset. Energies are from ωB97M-V/def2-TZVPD.

## Properties
Molecular weight   88.06 g mol⁻¹
HOMO   -10.33 eV
LUMO   -0.28 eV
Gap between HOMO and LUMO   10.05 eV
Relative energy (zero: lowest compared OMol25 entry of this formula, charge and spin)   31.0 kcal per mole
2S+1   1
SMILES   COC(=O)C=O

Geometry as XYZ:
```
10
Properties=species:S:1:pos:R:3:mulliken_charge:R:1
C 0.4027 1.6925 -0.0063 -0.586
O 0.2003 0.4325 0.6474 -0.254
C -0.1987 -0.5502 -0.1585 0.675
O -0.3554 -0.4754 -1.3515 -0.517
C -0.4030 -1.8945 0.5688 -0.090
O -0.0607 -2.0866 1.7190 -0.414
H 0.6869 2.3881 0.7805 0.225
H 1.1932 1.6099 -0.7546 0.287
H -0.5199 2.0163 -0.4936 0.288
H -0.6608 -2.8209 0.0544 0.387
```

=====

Record 3
Here is the molecule C23H31N5O3 from the Open Molecules 2025 dataset. Energies are from ωB97M-V/def2-TZVPD.

## Properties
Molecular weight   425.53 g mol⁻¹
HOMO   -8.62 eV
LUMO   0.48 eV
Gap between HOMO and LUMO   9.10 eV
Relative energy (zero: lowest compared OMol25 entry of this formula, charge and spin)   1.8 kcal per mole
2S+1   1
SMILES   CCCCCNC(=O)Cn1c(=O)c2c(ncn2CC(C)C)n(Cc2ccccc2)c1=O

Geometry as XYZ:
```
62
Properties=species:S:1:pos:R:3:mulliken_charge:R:1
C -1.3222 -0.7144 -1.1327 -0.821
C 0.0059 -1.1896 -1.7093 0.754
C -0.0875 -2.5421 -2.4169 -1.282
C -0.5134 -3.7185 -1.5393 -0.601
C 0.5123 -4.1323 -0.4789 -0.987
N 0.5700 -3.2279 0.6509 0.084
C -0.4123 -3.1849 1.5658 0.547
O -1.4058 -3.8766 1.5321 -0.672
C -0.1447 -2.1806 2.7026 -1.264
N -0.1047 -0.7946 2.2498 0.242
C 1.1115 -0.3136 1.7777 0.427
O 2.0866 -1.0483 1.6586 -0.807
C 1.0540 1.0765 1.4696 -0.516
C -0.1262 1.8039 1.5608 1.872
N 0.0821 3.0898 1.2025 -0.714
C 1.3638 3.1492 0.9080 -0.539
N 2.0056 1.9761 1.0457 0.117
C 3.4032 1.6996 0.8271 -1.303
C 3.8255 1.9143 -0.6334 0.971
C 3.0188 1.0093 -1.5588 -1.328
C 5.3196 1.6356 -0.7669 -1.668
N -1.2808 1.2402 1.9936 0.144
C -2.5203 2.0098 2.0100 -1.856
C -3.2212 1.8787 0.6829 0.576
C -2.9179 2.7523 -0.3534 -0.152
C -3.5222 2.6011 -1.5891 -0.706
C -4.4286 1.5751 -1.7976 -0.428
C -4.7272 0.6975 -0.7690 -0.771
C -4.1244 0.8462 0.4678 -0.099
C -1.3019 -0.0832 2.3756 0.506
O -2.3000 -0.5964 2.8225 -0.623
H -1.6506 -1.3464 -0.3115 0.190
H -2.0961 -0.7212 -1.8970 0.608
H -1.2316 0.3049 -0.7608 -0.115
H 0.3517 -0.4548 -2.4418 0.484
H 0.7533 -1.2360 -0.9166 -0.589
H -0.8086 -2.4503 -3.2331 0.390
H 0.8848 -2.7695 -2.8634 0.392
H -0.6790 -4.5815 -2.1878 0.372
H -1.4555 -3.5004 -1.0383 0.343
H 1.5106 -4.1945 -0.9157 0.440
H 0.2262 -5.1192 -0.0992 0.396
H 1.3877 -2.6483 0.7910 0.234
H -0.9543 -2.2727 3.4281 0.474
H 0.8195 -2.4115 3.1631 0.448
H 1.8514 4.0512 0.5968 0.457
H 3.5723 0.6580 1.1098 0.331
H 3.9980 2.3460 1.4816 0.323
H 3.6343 2.9586 -0.9047 0.280
H 3.1551 -0.0328 -1.2788 0.258
H 1.9586 1.2462 -1.5041 0.245
H 3.3425 1.1351 -2.5889 0.525
H 5.6428 1.7977 -1.7918 0.420
H 5.8963 2.2908 -0.1180 0.409
H 5.5365 0.6048 -0.4971 0.364
H -2.2462 3.0474 2.2067 0.576
H -3.1392 1.6102 2.8157 0.560
H -2.2021 3.5443 -0.1864 0.439
H -3.2848 3.2846 -2.3913 0.406
H -4.9000 1.4585 -2.7627 0.400
H -5.4290 -0.1071 -0.9303 0.397
H -4.3424 0.1554 1.2681 0.440
```

=====

Record 4
Here is the molecule C8H18N2 from the Open Molecules 2025 dataset. Energies are from ωB97M-V/def2-TZVPD.

## Properties
Molecular weight   142.25 g mol⁻¹
HOMO   -6.89 eV
LUMO   0.87 eV
Gap between HOMO and LUMO   7.76 eV
Relative energy (zero: lowest compared OMol25 entry of this formula, charge and spin)   87.4 kcal per mole
2S+1   1
SMILES   CC1(C)C[C@@H]1C(C)(C)NN

Geometry as XYZ:
```
28
Properties=species:S:1:pos:R:3:mulliken_charge:R:1
C -2.3368 -1.0000 -0.5354 -1.817
C -0.9182 -1.1113 -0.0459 1.793
C -0.8427 -1.6711 1.3525 -1.759
C 0.1326 -1.6096 -0.9973 -1.077
C 0.2297 -0.1127 -1.0842 -0.875
C 1.0257 0.7584 -0.1585 1.540
C 2.1649 0.0448 0.5920 -1.808
C 1.6466 1.9424 -0.9257 -1.672
N 0.0428 1.2441 0.8787 0.085
N -0.8870 2.2322 0.4169 -0.668
H -2.3950 -0.7133 -1.5881 0.369
H -2.8301 -1.9770 -0.4623 0.430
H -2.9036 -0.2755 0.0576 0.350
H -0.8390 -2.7678 1.3122 0.365
H 0.0511 -1.3719 1.8955 0.381
H -1.7008 -1.3762 1.9633 0.353
H -0.2584 -2.0767 -1.9010 0.341
H 0.9649 -2.1589 -0.5600 0.286
H -0.2754 0.4308 -1.8809 0.405
H 2.6504 0.7163 1.3097 0.415
H 1.8384 -0.8312 1.1520 0.365
H 2.9153 -0.3029 -0.1231 0.354
H 0.9099 2.4942 -1.5152 0.364
H 2.1261 2.6499 -0.2419 0.384
H 2.4017 1.5717 -1.6250 0.437
H 0.0807 0.9426 1.8499 0.202
H -1.5151 2.5125 1.1702 0.273
H -1.4789 1.8160 -0.3060 0.184
```

=====

The highest relative energy (zero: lowest compared OMol25 entry of this formula, charge and spin) belongs to which entry? C8H18N2